Entry 1:
The following is a quantum chemistry calculation of a structure of composition C5H8FHgO4, from OMol25.

```
19
C5H8FHgO4 | OMol25 | the ωB97M-V functional and the def2-TZVPD basis
O 1.074 0.709 -0.458
C 2.102 -0.162 -0.610
C 1.886 -1.252 0.439
O 1.219 -0.584 1.499
C 0.168 0.160 1.034
O -0.849 -0.646 0.681
O -0.060 1.264 1.619
C -2.111 -0.057 0.348
H 2.825 -1.665 0.817
F 3.330 0.480 -0.338
H 2.188 -0.548 -1.636
H 1.249 -2.045 0.024
H -2.844 -0.847 0.551
H -2.303 0.781 1.030
C -2.188 0.386 -1.098
H -3.213 0.718 -1.313
H -1.513 1.228 -1.300
H -1.944 -0.444 -1.774
Hg 0.983 2.525 0.487
```

Properties
Multiplicity   2
E_HOMO (alpha / beta)   -7.994 / -10.141 eV
Gap between HOMO and LUMO (alpha / beta)   8.78 / 8.81 eV
Energy   -749.47547 Eh

These are the Mulliken partial charges, in e, on atoms 1 to 8: atom 1 (O): -0.754, atom 2 (C): 0.332, atom 3 (C): -0.576, atom 4 (O): -0.401, atom 5 (C): 1.229, atom 6 (O): -0.337, atom 7 (O): -0.885, atom 8 (C): -0.194

Entry 2:
The following is a quantum chemistry calculation of a structure of composition C23H32F6FeN3OP3S, from OMol25.

```
70
C23H32F6FeN3OP3S | OMol25 | the ωB97M-V functional and the def2-TZVPD basis
Fe 0.097 -1.415 0.992
C 1.286 -2.048 -2.399
P 1.402 -0.839 -1.048
C 0.480 0.609 -1.689
N 1.115 1.414 -2.503
C 0.445 2.490 -2.980
C 1.097 3.391 -3.853
C 0.418 4.474 -4.327
C -0.931 4.705 -3.958
C -1.583 3.850 -3.120
C -0.902 2.719 -2.613
N -1.553 1.856 -1.795
C -0.890 0.830 -1.332
P -1.777 -0.440 -0.337
C -2.495 -1.459 -1.662
C -3.223 0.181 0.662
C -4.030 -1.089 0.995
C -2.765 0.819 1.972
C -4.113 1.160 -0.106
C 3.217 -0.469 -0.831
C 3.711 -1.528 0.166
C 3.951 -0.622 -2.168
C 3.487 0.933 -0.283
H 1.825 -2.956 -2.125
H 1.698 -1.632 -3.316
H 0.246 -2.318 -2.554
H 2.127 3.193 -4.122
H 0.908 5.170 -4.995
H -1.444 5.572 -4.352
H -2.614 4.001 -2.828
H -3.305 -0.915 -2.148
H -2.856 -2.405 -1.268
H -1.728 -1.665 -2.404
H -3.418 -1.865 1.458
H -4.522 -1.505 0.117
H -4.810 -0.812 1.707
H -2.158 0.132 2.568
H -3.655 1.065 2.556
H -2.201 1.735 1.807
H -4.436 0.759 -1.067
H -3.613 2.108 -0.287
H -5.008 1.344 0.495
H 3.502 -2.546 -0.170
H 3.259 -1.392 1.152
H 4.793 -1.430 0.276
H 3.894 -1.636 -2.561
H 5.007 -0.396 -2.002
H 3.570 0.074 -2.915
H 3.028 1.095 0.688
H 3.148 1.706 -0.970
H 4.569 1.036 -0.164
O 0.412 -1.592 2.926
N 0.651 -0.580 3.745
C 0.778 -0.872 5.060
C 1.021 0.125 5.962
C 1.133 1.440 5.502
C 1.001 1.706 4.161
C 0.754 0.670 3.254
S 0.580 0.887 1.560
H 0.670 -1.920 5.291
H 1.119 -0.121 7.009
H 1.324 2.246 6.197
H 1.083 2.711 3.773
F -0.595 -3.526 -0.663
P -0.416 -4.354 0.733
F -0.185 -4.942 2.168
F -1.768 -5.113 0.509
F 0.956 -3.343 0.978
F 0.494 -5.417 0.029
F -1.258 -3.045 1.448
```

Properties
Multiplicity   6
Net charge   +1
E_HOMO (alpha / beta)   -11.322 / -11.796 eV
Gap between HOMO and LUMO (alpha / beta)   7.78 / 7.44 eV
Energy   -4420.32149 Eh

These are the Mulliken partial charges, in e, on atoms 1 to 8: atom 1 (Fe): 1.536, atom 2 (C): -1.395, atom 3 (P): 0.626, atom 4 (C): 0.464, atom 5 (N): -0.356, atom 6 (C): 0.083, atom 7 (C): -0.691, atom 8 (C): -0.536

Entry 3:
The following is a quantum chemistry calculation of a cluster of 5 separate species, C16H23BN2O14 in total, from OMol25.

```
56
C16H23BN2O14 | OMol25 | the ωB97M-V functional and the def2-TZVPD basis
C -5.430 -3.331 1.162
C -5.935 -2.593 -0.058
O -6.799 -1.778 0.064
N -5.426 -2.884 -1.375
C -5.560 -4.313 -1.724
B -4.122 -2.335 -1.605
N -3.110 -3.118 -2.376
C -2.055 -3.183 -1.775
O -0.993 -3.350 -1.311
H -6.294 -3.732 1.689
H -4.982 -2.612 1.844
H -4.761 -4.154 0.927
H -5.448 -4.389 -2.806
H -4.795 -4.962 -1.290
H -6.572 -4.658 -1.517
H -3.889 -1.257 -1.236
C -1.551 -6.439 0.739
C -2.076 -7.758 0.228
O -3.189 -8.003 1.090
C -3.611 -6.808 1.576
O -4.618 -6.651 2.182
O -2.726 -5.819 1.270
H -1.113 -5.825 -0.045
H -0.823 -6.561 1.543
H -2.433 -7.697 -0.802
H -1.346 -8.561 0.303
C -0.209 1.919 -1.042
C -1.040 1.696 -2.281
O -1.794 0.529 -1.939
C -1.860 0.459 -0.586
O -2.553 -0.298 0.011
O -1.032 1.365 -0.011
H -0.008 2.971 -0.854
H 0.737 1.374 -1.069
H -1.731 2.519 -2.476
H -0.438 1.524 -3.169
C 3.045 5.321 0.267
C 4.130 4.447 -0.308
O 3.543 3.980 -1.529
C 2.593 4.876 -1.896
O 2.034 4.870 -2.944
O 2.363 5.776 -0.907
H 3.437 6.157 0.840
H 2.343 4.763 0.890
H 5.037 5.004 -0.543
H 4.386 3.614 0.342
C 8.549 6.061 2.684
C 7.801 6.596 1.485
O 6.675 5.717 1.409
C 6.473 5.193 2.645
O 5.518 4.558 2.950
O 7.501 5.491 3.473
H 9.072 6.837 3.237
H 9.258 5.275 2.419
H 7.443 7.617 1.635
H 8.386 6.558 0.569
```

Properties
Structure (SMILES)   CC(=O)N(C)BN=C=O.O=C1OCCO1.O=C1OCCO1.O=C1OCCO1.O=C1OCCO1
Multiplicity   1
E_HOMO   -9.617 eV
Gap between HOMO and LUMO   9.83 eV
Energy   -1811.29821 Eh

These are the Mulliken partial charges, in e, on atoms 1 to 8: atom 1 (C): -0.477, atom 2 (C): 0.338, atom 3 (O): -0.557, atom 4 (N): 0.013, atom 5 (C): -0.856, atom 6 (B): 0.459, atom 7 (N): -0.394, atom 8 (C): 0.766

Entry 4:
The following is a quantum chemistry calculation of a structure of composition C41H32AsN3ReS, from OMol25.

```
79
C41H32AsN3ReS | OMol25 | the ωB97M-V functional and the def2-TZVPD basis
Re -0.218 -1.934 0.248
C 3.089 -4.299 -0.207
C 2.241 -3.898 0.960
C 2.812 -3.361 2.116
C 2.045 -3.085 3.238
C 0.674 -3.300 3.226
C 0.065 -3.796 2.075
C 0.853 -4.109 0.944
H 3.758 -5.109 0.088
H 3.713 -3.468 -0.543
H 2.484 -4.648 -1.042
H 3.884 -3.207 2.149
H 2.520 -2.718 4.139
H 0.088 -3.114 4.116
H -0.981 -4.086 2.103
H 0.429 -4.702 0.141
N 5.022 6.920 -0.068
C 4.540 5.879 -0.015
C 3.927 4.585 0.060
C 4.648 3.500 0.553
C 4.050 2.253 0.630
C 2.734 2.089 0.218
C 2.016 3.174 -0.284
C 2.609 4.420 -0.366
C 2.011 0.793 0.307
C 1.283 0.545 1.467
C 1.298 1.284 2.673
C 0.434 0.657 3.553
C -0.089 -0.448 2.878
N 0.422 -0.543 1.634
C 2.074 -0.078 -0.784
C 2.921 0.016 -1.901
C 2.686 -1.095 -2.706
C 1.706 -1.846 -2.069
N 1.332 -1.255 -0.909
H 5.670 3.640 0.875
H 4.607 1.409 1.019
H 0.992 3.033 -0.612
H 2.060 5.266 -0.754
H 1.896 2.162 2.861
H 0.205 0.945 4.566
H -0.839 -1.136 3.236
H 3.623 0.816 -2.077
H 3.171 -1.347 -3.634
H 1.236 -2.758 -2.409
S -1.722 -3.364 -0.763
C -2.967 -2.521 -1.678
C -3.872 -3.267 -2.425
C -4.812 -2.611 -3.207
C -4.860 -1.224 -3.234
C -3.986 -0.481 -2.451
C -3.044 -1.130 -1.667
As -1.796 -0.178 -0.547
C -1.279 1.347 -1.604
C -2.010 2.528 -1.495
C -1.729 3.580 -2.353
C -0.737 3.447 -3.315
C -0.013 2.266 -3.422
C -0.281 1.210 -2.565
C -2.788 0.460 0.975
C -2.316 1.558 1.690
C -2.986 1.965 2.832
C -4.101 1.260 3.270
C -4.559 0.156 2.563
C -3.904 -0.249 1.410
H -3.832 -4.348 -2.396
H -5.506 -3.188 -3.801
H -5.580 -0.718 -3.863
H -4.034 0.601 -2.445
H -2.790 2.618 -0.749
H -2.290 4.502 -2.273
H -0.528 4.268 -3.988
H 0.753 2.167 -4.180
H 0.277 0.284 -2.644
H -1.439 2.092 1.338
H -2.647 2.834 3.380
H -4.622 1.572 4.165
H -5.431 -0.385 2.905
H -4.271 -1.098 0.843
```

Properties
Multiplicity   2
Net charge   +2
E_HOMO (alpha / beta)   -13.877 / -13.860 eV
Gap between HOMO and LUMO (alpha / beta)   5.46 / 5.88 eV
Energy   -4457.52955 Eh

These are the Mulliken partial charges, in e, on atoms 1 to 8: atom 1 (Re): 1.059, atom 2 (C): -1.700, atom 3 (C): 0.826, atom 4 (C): -0.547, atom 5 (C): -0.497, atom 6 (C): -0.583, atom 7 (C): -0.768, atom 8 (C): -0.448

Entry 5:
The following is a quantum chemistry calculation of a cluster of 2 separate species, C22H31F3NO5 in total, from OMol25.

```
62
C22H31F3NO5 | OMol25 | the ωB97M-V functional and the def2-TZVPD basis
C -1.655 5.542 2.076
O -0.286 5.526 2.421
C -0.055 5.286 3.803
C -0.142 3.809 4.172
C 0.253 2.875 3.024
C 0.747 1.538 3.587
C 1.105 0.521 2.495
C 0.097 -0.644 2.338
C -0.703 -0.608 1.045
C 0.156 -0.807 -0.212
C 0.169 0.490 -1.042
N 1.347 0.581 -1.921
C 1.321 -0.168 -3.136
O 0.551 -1.032 -3.386
C 2.387 0.443 -3.980
C 3.080 -0.039 -5.081
C 4.067 0.785 -5.631
C 4.350 2.045 -5.098
C 3.627 2.531 -4.000
C 2.653 1.701 -3.470
C 1.708 1.888 -2.317
O 1.278 2.923 -1.907
H -2.022 6.565 1.970
H -1.785 5.039 1.123
H -2.272 5.050 2.827
H 0.931 5.698 4.008
H -0.760 5.890 4.379
H -1.178 3.583 4.422
H 0.486 3.599 5.033
H -0.606 2.673 2.391
H 1.051 3.313 2.432
H 1.639 1.738 4.180
H -0.019 1.154 4.260
H 1.273 1.042 1.554
H 2.066 0.081 2.756
H -0.610 -0.573 3.163
H 0.625 -1.587 2.442
H -1.445 -1.402 1.091
H -1.271 0.322 1.001
H 1.173 -1.057 0.083
H -0.259 -1.584 -0.843
H -0.739 0.519 -1.642
H 0.171 1.327 -0.359
H 2.856 -1.012 -5.488
H 4.634 0.455 -6.489
H 5.125 2.664 -5.522
H 3.800 3.507 -3.574
C -1.098 -6.254 -1.216
C -2.544 -6.676 -1.458
O -3.440 -6.431 -0.406
C -3.997 -5.067 -0.272
O -4.437 -4.542 -1.367
C -2.989 -4.121 0.457
F -2.259 -4.743 1.432
F -3.660 -3.133 1.098
F -2.092 -3.496 -0.331
H -0.788 -6.506 -0.201
H -0.437 -6.762 -1.926
H -0.959 -5.185 -1.358
H -2.551 -7.767 -1.577
H -2.923 -6.256 -2.396
H -4.742 -5.253 0.544
```

Properties
Multiplicity   1
Net charge   -1
E_HOMO   -3.620 eV
Gap between HOMO and LUMO   5.32 eV
Energy   -1587.48909 Eh

These are the Mulliken partial charges, in e, on atoms 1 to 8: atom 1 (C): -0.722, atom 2 (O): -0.397, atom 3 (C): -0.629, atom 4 (C): -0.862, atom 5 (C): -0.015, atom 6 (C): -0.977, atom 7 (C): -0.330, atom 8 (C): -1.023